Entry 1:
ORCA calculation (ωB97M-V/def2-TZVPD) on a structure of composition C48H55BaN2O4P2 at a distorted geometry.

Each line ends with the Löwdin charge.
Element x y z (Å)
Ba1 0.3248 0.0342 0.5639  1.971
C1 -0.4559 -2.6991 3.4673  -0.027
C2 0.1997 -3.3824 2.4323  -0.122
C3 -0.4679 -3.0385 1.2014  -0.184
C4 -1.4326 -2.0337 1.5476  -0.210
C5 -1.4645 -1.8830 2.9602  -0.211
C6 -2.4867 -1.1226 3.7722  -0.551
C7 -1.7984 -0.2304 4.8162  -0.033
C8 -3.3713 -0.2392 2.8895  -0.050
C9 -3.3729 -2.1486 4.4999  -0.035
C10 -0.6365 -3.8510 -0.0900  -0.523
C11 -0.8780 -5.3239 0.2798  -0.027
C12 0.5362 -3.7381 -1.0797  -0.044
C13 -1.8783 -3.3927 -0.8747  -0.065
C14 1.4722 -4.1600 2.7642  -0.532
C15 1.1178 -5.4282 3.5570  -0.032
C16 2.3678 -3.2667 3.6519  -0.050
C17 2.3307 -4.5393 1.5580  -0.053
H1 -0.2060 -2.7834 4.5149  0.111
H2 -2.3208 -1.8426 0.9597  0.086
H3 -1.2116 0.5392 4.3162  0.058
H4 -1.1368 -0.8134 5.4552  0.082
H5 -2.5442 0.2576 5.4476  0.089
H6 -2.7639 0.4794 2.3345  0.062
H7 -4.0752 0.3147 3.5131  0.090
H8 -3.9472 -0.8384 2.1839  0.086
H9 -2.7752 -2.7629 5.1717  0.084
H10 -3.8554 -2.8074 3.7780  0.090
H11 -4.1442 -1.6416 5.0836  0.086
H12 -0.0115 -5.7648 0.7628  0.055
H13 -1.1037 -5.9073 -0.6156  0.090
H14 -1.7209 -5.4001 0.9664  0.099
H15 1.4381 -4.2155 -0.7149  0.056
H16 0.7564 -2.6870 -1.2782  0.052
H17 0.2669 -4.2196 -2.0223  0.084
H18 -2.7845 -3.4995 -0.2811  0.089
H19 -1.9887 -4.0235 -1.7583  0.087
H20 -1.7780 -2.3541 -1.2067  0.068
H21 0.5543 -5.1723 4.4530  0.083
H22 2.0246 -5.9575 3.8575  0.089
H23 0.5074 -6.1030 2.9580  0.078
H24 1.9474 -3.1290 4.6455  0.076
H25 2.4895 -2.2829 3.1893  0.079
H26 3.3529 -3.7239 3.7702  0.084
H27 1.8537 -5.2907 0.9357  0.063
H28 3.2747 -4.9633 1.9052  0.089
H29 2.5463 -3.6512 0.9607  0.074
O1 4.5371 -0.5597 -0.6247  0.158
C18 3.3906 -0.2496 -0.0473  -0.504
O2 2.3573 -0.8629 -0.2667  -0.194
C19 3.4108 0.9033 0.8579  -0.195
C20 4.4834 1.7660 1.0770  0.051
C21 4.2824 2.8679 1.8895  -0.015
C22 3.0408 3.0672 2.4875  0.021
C23 2.0430 2.1333 2.2431  -0.244
N1 2.2264 1.0889 1.4427  -0.127
C24 0.6588 2.1659 2.7739  -0.489
O3 0.3545 2.9987 3.7560  0.186
O4 -0.1881 1.4282 2.3152  -0.206
H30 4.4017 -1.3309 -1.2017  0.143
H31 5.4332 1.5699 0.6020  0.132
H32 5.0827 3.5719 2.0648  0.121
H33 2.8623 3.9449 3.0946  0.122
H34 1.1138 3.5012 4.0780  0.126
N2 0.6965 1.9373 -1.9561  -0.433
P1 0.5641 3.0113 -0.5901  0.989
C25 0.3111 4.6051 -1.4829  -0.365
C26 -0.6770 4.7250 -2.4585  -0.082
C27 -0.9114 5.9475 -3.0596  -0.061
C28 -0.1634 7.0594 -2.6912  -0.069
C29 0.8245 6.9438 -1.7282  -0.076
C30 1.0624 5.7170 -1.1238  -0.104
C31 -1.1823 3.0011 0.0177  -0.415
C32 -1.3551 3.8236 1.1320  -0.126
C33 -2.5929 3.9706 1.7264  -0.050
C34 -3.6874 3.2866 1.2154  -0.063
C35 -3.5355 2.4864 0.0966  -0.062
C36 -2.2906 2.3460 -0.5047  -0.121
P2 -0.2468 0.6077 -2.4654  0.883
C37 -0.9128 1.2877 -4.0558  -0.358
C38 -2.2749 1.4554 -4.2710  -0.103
C39 -2.7292 2.0433 -5.4441  -0.072
C40 -1.8285 2.4725 -6.4040  -0.070
C41 -0.4658 2.3025 -6.1988  -0.065
C42 -0.0118 1.7035 -5.0378  -0.093
C43 0.9430 -0.5555 -3.2290  -0.401
C44 0.3449 -1.6679 -3.8200  -0.114
C45 1.1058 -2.6182 -4.4750  -0.067
C46 2.4842 -2.4654 -4.5409  -0.064
C47 3.0849 -1.3612 -3.9573  -0.079
C48 2.3203 -0.4056 -3.3019  -0.117
H35 1.1388 2.4323 -2.7261  0.052
H36 -1.2697 3.8635 -2.7412  0.096
H37 -1.6882 6.0364 -3.8069  0.110
H38 -0.3540 8.0150 -3.1596  0.109
H39 1.4087 7.8088 -1.4456  0.107
H40 1.8321 5.6240 -0.3662  0.094
H41 -0.5025 4.3743 1.5183  0.107
H42 -2.7026 4.6100 2.5911  0.115
H43 -4.6565 3.3866 1.6831  0.113
H44 -4.3873 1.9664 -0.3202  0.114
H45 -2.2092 1.7501 -1.4025  0.033
H46 -2.9904 1.1200 -3.5293  0.100
H47 -3.7908 2.1679 -5.6065  0.109
H48 -2.1829 2.9194 -7.3223  0.109
H49 0.2445 2.6314 -6.9452  0.110
H50 1.0517 1.5408 -4.9093  0.104
H51 -0.7339 -1.7723 -3.7651  0.112
H52 0.6317 -3.4765 -4.9308  0.114
H53 3.0861 -3.2019 -5.0549  0.110
H54 4.1573 -1.2334 -4.0372  0.109
H55 2.7993 0.4611 -2.8598  0.100

Atomic forces in eV per Å
Ba -4.5 -3.7 -2.3
C 0.0 0.4 0.4
C 0.5 0.2 0.1
C -1.1 0.7 -0.2
C -0.2 -1.5 -0.4
C 0.3 0.1 0.2
C 0.0 0.1 0.1
C 0.0 -0.1 -0.1
C 0.1 -0.1 0.1
C 0.1 0.1 -0.1
C 0.2 0.0 -0.1
C 0.0 0.1 -0.1
C -0.1 -0.1 0.2
C 0.2 0.0 0.1
C 0.0 0.0 0.0
C 0.0 0.1 -0.1
C 0.0 0.0 -0.1
C -0.1 0.0 0.1
H 0.1 0.0 0.0
H 0.2 0.3 -0.2
H 0.0 0.0 0.1
H 0.0 0.0 0.1
H 0.0 0.0 0.0
H -0.1 0.1 0.0
H 0.0 0.0 0.0
H 0.0 0.0 -0.1
H 0.0 0.0 0.0
H -0.1 0.0 0.0
H 0.0 0.0 0.0
H 0.0 -0.1 0.0
H 0.0 0.0 0.0
H -0.1 0.0 0.0
H 0.0 0.1 0.0
H 0.1 0.0 -0.1
H 0.0 0.0 0.0
H -0.1 0.1 0.0
H 0.0 0.0 0.0
H -0.1 0.0 0.0
H 0.0 0.0 0.0
H 0.0 0.0 0.0
H 0.0 -0.1 0.0
H 0.0 0.1 0.0
H 0.1 0.0 0.0
H 0.0 0.0 0.0
H 0.0 0.0 -0.1
H 0.0 0.0 0.0
H 0.1 0.0 -0.1
O 0.5 -0.1 -0.2
C 0.7 0.3 0.1
O 1.0 -0.9 -0.4
C 0.4 -0.2 -0.2
C 0.0 0.2 0.0
C 0.5 -0.2 -0.2
C -0.8 -0.3 0.1
C 0.9 0.5 0.2
N 1.9 0.9 1.5
C 0.0 0.5 0.8
O -0.2 -0.1 -0.1
O -0.3 1.7 2.3
H -0.1 0.1 0.1
H 0.0 0.1 0.0
H 0.0 0.0 0.0
H 0.0 0.0 0.0
H 0.1 -0.1 0.0
N 0.0 -0.1 0.1
P -0.5 1.2 -0.6
C 0.4 -0.1 0.1
C 0.0 0.0 -0.1
C 0.0 0.0 0.0
C 0.0 0.0 0.0
C 0.0 0.1 0.0
C 0.0 -0.1 0.0
C 0.0 -0.3 -0.1
C 0.0 0.0 -0.1
C 0.1 0.0 0.0
C -0.1 0.0 0.0
C -0.1 0.0 0.0
C 0.0 0.1 -0.1
P -0.2 0.1 -1.3
C 0.0 -0.1 0.3
C 0.0 0.0 0.1
C -0.1 0.0 0.0
C 0.0 0.0 0.0
C 0.1 0.0 0.0
C -0.1 0.0 0.0
C 0.0 0.0 0.1
C 0.0 0.1 0.0
C 0.0 0.0 0.0
C 0.0 0.0 0.0
C 0.1 0.0 0.0
C -0.1 0.1 0.0
H 0.1 0.0 0.1
H 0.0 0.0 0.0
H 0.0 0.0 0.0
H 0.0 0.0 0.0
H 0.0 0.0 0.0
H 0.0 0.0 0.0
H 0.0 0.0 0.1
H 0.0 0.0 0.0
H 0.0 0.0 0.0
H 0.0 0.0 0.0
H 0.0 0.0 0.1
H 0.0 0.0 0.0
H 0.0 0.0 0.0
H 0.0 0.0 0.0
H 0.0 0.0 0.0
H 0.0 0.0 0.0
H 0.0 -0.1 0.0
H 0.0 0.0 0.0
H 0.0 0.0 0.0
H 0.0 0.0 0.0
H 0.0 0.0 0.0

highest occupied orbital energy (spin up / spin down): -9.099 / -7.515 eV
frontier orbital gap (spin up / spin down): 5.6 / 2.8 eV
E_tot: -81105.7345 eV
charge: +1
2S+1: 1

***

Entry 2:
ORCA calculation (ωB97M-V/def2-TZVPD) on a structure of composition C48H55CrN3O3Se at a distorted geometry.

Each line ends with the Löwdin spin population.
Element x y z (Å)
Cr1 -1.2439 -0.2862 -1.2975  1.103
O1 -4.2356 -2.9468 -1.9179  0.000
C1 -3.4408 -2.0264 -2.0103  -0.001
N1 -3.0680 -1.1622 -1.0208  -0.028
C2 -3.4849 -1.4396 0.3343  0.000
C3 -2.5722 -0.7421 1.3168  0.001
C4 -2.9259 -0.6855 2.6595  -0.001
C5 -2.0510 -0.1150 3.5646  0.002
C6 -0.8431 0.3878 3.1095  -0.001
C7 -0.5685 0.3104 1.7552  0.001
N2 -1.4147 -0.2330 0.8777  -0.006
C8 -2.7705 -1.6897 -3.3294  0.003
C9 -3.2455 -2.2267 -4.5118  -0.001
C10 -2.6385 -1.8328 -5.6946  0.005
C11 -1.5919 -0.9207 -5.6451  -0.001
C12 -1.1608 -0.4497 -4.4141  0.004
N3 -1.7304 -0.8342 -3.2747  -0.004
H1 -3.4419 -2.5174 0.4999  0.000
H2 -4.5186 -1.1132 0.4879  0.000
H3 -3.8768 -1.0926 2.9773  0.000
H4 -2.3074 -0.0644 4.6158  0.000
H5 -0.1240 0.8415 3.7770  0.000
H6 0.3585 0.6954 1.3495  0.000
H7 -4.0737 -2.9190 -4.4728  0.000
H8 -2.9822 -2.2249 -6.6434  0.000
H9 -1.1022 -0.5739 -6.5449  0.000
H10 -0.3428 0.2516 -4.3186  0.000
C13 5.5100 -3.7822 -0.3001  0.000
C14 4.5889 -3.5264 0.9011  0.000
C15 4.6273 -4.7596 1.8039  0.000
C16 5.1329 -2.3345 1.7008  0.000
C17 3.1756 -3.2143 0.4110  0.003
C18 2.9400 -2.0850 -0.3567  -0.001
C19 1.6648 -1.7666 -0.7904  0.003
Se1 1.3904 -0.2893 -1.9649  -0.012
C20 1.5492 1.2573 -0.8577  0.003
C21 2.7373 1.5799 -0.2215  -0.001
C22 2.8211 2.7101 0.5739  0.002
C23 1.6711 3.5008 0.6524  -0.001
C24 0.4663 3.2257 0.0205  0.002
C25 0.3758 2.0415 -0.7712  0.002
O2 -0.7265 1.6704 -1.3665  0.019
C26 -0.6902 4.2129 0.2571  0.000
C27 -0.2822 5.5901 -0.2900  0.000
C28 -2.0213 3.8350 -0.3927  0.000
C29 -0.9534 4.3303 1.7688  0.000
C30 4.0789 3.1042 1.3452  0.000
C31 3.7701 3.1247 2.8492  0.000
C32 5.2256 2.1204 1.1110  0.000
C33 4.5467 4.4991 0.9096  0.000
C34 0.5335 -2.5678 -0.5067  0.001
O3 -0.6674 -2.2283 -0.9011  0.013
C35 0.7830 -3.7683 0.2242  0.003
C36 2.0756 -4.0342 0.6612  0.000
C37 -0.3653 -4.7165 0.5820  0.000
C38 -1.2632 -4.0103 1.6060  0.000
C39 0.1221 -6.0241 1.2126  0.000
C40 -1.1789 -5.0997 -0.6642  0.000
H11 6.5300 -3.9958 0.0335  0.000
H12 5.5456 -2.9148 -0.9614  0.000
H13 5.1511 -4.6320 -0.8842  0.000
H14 5.6472 -4.9197 2.1621  0.000
H15 4.3163 -5.6600 1.2700  0.000
H16 3.9791 -4.6393 2.6745  0.000
H17 6.1463 -2.5414 2.0570  0.000
H18 4.4981 -2.1271 2.5648  0.000
H19 5.1699 -1.4296 1.0919  0.000
H20 3.7625 -1.4379 -0.6416  0.000
H21 3.5916 0.9288 -0.3509  0.000
H22 1.7177 4.3982 1.2604  0.000
H23 -0.1107 5.5321 -1.3669  0.000
H24 0.6303 5.9662 0.1776  0.000
H25 -1.0814 6.3150 -0.1122  0.000
H26 -1.9546 3.7646 -1.4766  0.000
H27 -2.7583 4.6020 -0.1383  0.000
H28 -2.3913 2.8708 -0.0477  0.000
H29 -0.0884 4.7003 2.3234  0.000
H30 -1.2292 3.3564 2.1806  0.000
H31 -1.7852 5.0178 1.9445  0.000
H32 3.4543 2.1351 3.1866  0.000
H33 2.9689 3.8288 3.0804  0.000
H34 4.6554 3.4185 3.4208  0.000
H35 4.9625 1.1123 1.4400  0.000
H36 6.1043 2.4384 1.6775  0.000
H37 5.5065 2.0727 0.0566  0.000
H38 3.7787 5.2522 1.0931  0.000
H39 4.7760 4.5101 -0.1579  0.000
H40 5.4456 4.7921 1.4597  0.000
H41 2.2375 -4.9376 1.2294  0.000
H42 -0.7218 -3.8576 2.5436  0.000
H43 -2.1594 -4.6029 1.8150  0.000
H44 -1.5603 -3.0370 1.2256  0.000
H45 0.6253 -5.8653 2.1691  0.000
H46 0.8033 -6.5627 0.5493  0.000
H47 -0.7411 -6.6667 1.4020  0.000
H48 -1.5932 -4.2246 -1.1558  0.000
H49 -1.9968 -5.7674 -0.3790  0.000
H50 -0.5430 -5.6304 -1.3784  0.000
C41 -3.0800 0.3934 -1.3403  -0.060
C42 -4.1128 1.1114 -1.4212  -0.011
C43 -4.8989 2.2642 -1.4282  -0.004
C44 -5.2790 2.9162 -0.2281  -0.011
C45 -6.0599 4.0544 -0.2391  0.000
C46 -6.5210 4.6117 -1.4294  -0.015
C47 -6.1691 3.9786 -2.6183  0.000
C48 -5.3872 2.8401 -2.6272  -0.011
H51 -4.9357 2.5056 0.7143  -0.001
H52 -6.3149 4.5192 0.7078  0.000
H53 -7.1333 5.5038 -1.4302  -0.001
H54 -6.5099 4.3828 -3.5660  0.000
H55 -5.1280 2.3702 -3.5684  -0.001

Atomic forces in eV per Å
Cr -0.7 0.0 0.1
O 0.0 0.0 0.2
C 0.3 0.3 -0.4
N 0.1 -1.0 0.1
C 0.0 0.1 -0.1
C -0.1 0.0 0.1
C 0.1 0.0 0.0
C 0.0 0.0 0.1
C 0.0 0.0 -0.1
C 0.0 0.0 0.1
N 0.1 0.1 -0.2
C 0.0 0.1 0.5
C 0.2 0.1 -0.1
C 0.0 0.0 0.1
C 0.0 0.0 0.0
C -0.2 -0.1 0.0
N -0.1 -0.2 -0.1
H 0.0 0.0 0.0
H 0.0 0.0 0.0
H 0.0 0.0 0.0
H 0.0 0.0 0.0
H 0.0 0.0 0.0
H 0.0 0.0 0.0
H 0.0 0.0 0.0
H 0.0 0.0 0.0
H 0.0 0.0 0.0
H 0.0 0.0 0.0
C 0.0 0.0 0.0
C 0.0 0.0 0.0
C 0.0 0.0 0.0
C 0.0 0.0 0.0
C 0.0 0.0 0.0
C 0.1 0.0 0.0
C 0.0 -0.1 0.0
Se -0.1 0.0 -0.1
C 0.0 0.1 0.1
C 0.0 0.0 0.0
C -0.1 0.0 0.0
C 0.0 0.0 0.0
C 0.0 0.0 0.0
C -0.1 0.1 0.0
O 0.2 -0.3 -0.1
C 0.0 0.0 0.0
C 0.0 0.0 0.0
C 0.0 0.0 0.0
C 0.0 0.0 0.0
C 0.0 0.0 0.0
C 0.0 0.0 0.0
C 0.0 0.0 0.0
C 0.0 0.0 0.0
C -0.1 0.0 0.0
O 0.2 0.1 0.0
C 0.0 0.0 0.0
C 0.0 0.0 0.0
C 0.0 0.0 0.0
C 0.0 0.0 0.0
C 0.0 0.0 0.0
C 0.0 0.0 0.0
H 0.0 0.0 0.0
H 0.0 0.0 0.0
H 0.0 0.0 0.0
H 0.0 0.0 0.0
H 0.0 0.0 0.0
H 0.0 0.0 0.0
H 0.0 0.0 0.0
H 0.0 0.0 0.0
H 0.0 0.0 0.0
H 0.0 0.0 0.0
H 0.0 0.0 0.0
H 0.0 0.0 0.0
H 0.0 0.0 0.0
H 0.0 0.0 0.0
H 0.0 0.0 0.0
H 0.0 0.0 0.0
H 0.0 0.0 0.0
H 0.0 0.0 0.0
H 0.0 0.0 0.0
H 0.0 0.0 0.0
H 0.0 0.0 0.0
H 0.0 0.0 0.0
H 0.0 0.0 0.0
H 0.0 0.0 0.0
H 0.0 0.0 0.0
H 0.0 0.0 0.0
H 0.0 0.0 0.0
H 0.0 0.0 0.0
H 0.0 0.0 0.0
H 0.0 0.0 0.0
H 0.0 0.0 0.0
H 0.0 0.0 0.0
H 0.0 0.0 0.0
H 0.0 0.0 0.0
H 0.0 0.0 0.0
H 0.0 0.0 0.0
H 0.0 0.0 0.0
H 0.0 0.0 0.0
H 0.0 0.0 0.0
H 0.0 0.0 0.0
C 0.1 1.0 -0.3
C -0.1 -0.3 0.4
C 0.0 0.2 -0.2
C 0.0 -0.1 0.0
C 0.0 0.0 0.1
C 0.1 -0.1 0.0
C 0.0 0.0 -0.1
C 0.0 -0.1 0.0
H 0.0 0.0 0.0
H 0.0 0.0 0.0
H 0.0 0.0 0.0
H 0.0 0.0 0.0
H 0.0 0.0 0.0

highest occupied orbital energy (spin up / spin down): -2.878 / -2.731 eV
frontier orbital gap (spin up / spin down): 5.2 / 5.0 eV
E_tot: -155051.1920 eV
charge: -1
2S+1: 2